This record from the Open Molecules 2025 dataset describes a structure of composition C34H43As2BiN6O3Si2 at a distorted geometry. The level of theory is ωB97M-V/def2-TZVPD.

Output
- HOMO level (eV) = -8.186
- molecular weight (u) = 998.75
- gap between HOMO and LUMO (eV) = 7.582

```
! RIJCOSX wB97M-V def2-TZVPD def2/J DEFGRID3
* xyz 0 1
H -3.846 1.317 -3.872
C 1.969 -3.959 1.343
H -5.355 -1.584 2.599
C 2.912 -4.850 0.863
H -3.218 -0.327 2.306
H -2.057 3.815 -2.874
C 1.943 -4.563 -1.295
C 4.641 0.273 -2.337
Bi -0.503 -0.329 0.111
C -1.039 1.211 -1.484
H 1.322 -0.568 4.888
H 4.142 1.254 1.181
H 4.254 -1.033 1.081
H 2.704 -1.641 4.668
As -0.422 1.473 3.423
C 1.043 -3.668 -0.726
H -6.132 -3.059 0.742
C 2.296 -0.663 4.410
H 0.283 3.249 5.107
H -0.215 -1.415 -3.488
N 5.184 -3.052 -1.302
C -3.834 0.812 -2.905
H 1.074 3.241 -2.792
H -4.545 0.909 -0.012
Si -0.115 1.077 -3.166
C 2.328 4.073 1.517
H 4.673 -0.385 2.682
H -2.326 4.140 -1.167
H -0.534 2.062 -0.997
H -3.701 4.026 -2.271
C 3.319 1.890 1.481
C -3.240 -1.921 -0.539
C -3.875 1.768 -0.058
C -1.714 2.884 2.956
H 2.020 2.168 -3.831
H -1.719 2.593 -4.437
O -0.197 -3.683 -2.698
H -2.716 2.570 3.248
C 3.377 3.238 1.163
H -0.481 1.872 -5.459
H 0.505 -0.577 -4.848
C -0.055 -3.145 -1.628
H -3.277 1.775 0.858
As 2.119 -0.601 2.446
H -4.870 0.719 -2.571
H 0.413 4.212 2.433
N 1.662 -0.466 -0.712
H -1.704 3.073 1.882
O -1.533 -3.501 1.732
C -3.599 -0.987 1.534
C 4.652 -2.042 -1.470
C -1.150 1.682 -4.615
C -4.782 -1.683 1.688
C 4.003 -1.051 2.141
C 1.370 2.199 -2.952
O -2.605 -2.571 -2.722
H -1.484 3.813 3.477
H 3.621 -5.839 -0.908
N 1.063 -3.377 0.568
C 2.223 1.344 2.152
C -4.431 -2.621 -0.489
N -2.854 -1.103 0.435
H -4.706 -3.259 -1.317
H 1.868 -4.782 -2.350
C 2.721 -0.620 -1.164
N 5.180 1.146 -2.863
C 2.899 -5.152 -0.490
C 1.151 2.190 2.489
N -0.924 -2.147 -1.149
H -4.496 2.667 -0.049
C -0.674 -2.811 2.000
H 4.236 3.630 0.635
C 1.227 3.546 2.175
C 0.460 -0.603 -3.756
H 0.813 1.647 5.657
Si -2.835 1.767 -1.637
H 1.972 1.893 -2.093
C -2.234 -2.207 -1.638
H 1.906 -3.708 2.399
H 4.155 -2.070 2.495
H 2.970 0.110 4.778
H 2.360 5.128 1.275
C -5.209 -2.502 0.652
H 1.456 -0.862 -3.396
H -0.883 2.119 5.835
H -1.853 0.905 -4.923
H -3.444 -0.195 -3.070
C -0.003 2.202 5.197
C -2.721 3.604 -2.036
C 3.989 -0.802 -1.671
H 3.634 -5.300 1.530
*
```

This record from the Open Molecules 2025 dataset describes a structure of composition C5H15N3 at a distorted geometry. The level of theory is ωB97M-V/def2-TZVPD.

Output
- HOMO level (eV) = -6.271
- molecular weight (u) = 117.20
- ΔE to the lowest compared entry with this formula, charge and spin (eV) = 3.830
- gap between HOMO and LUMO (eV) = 6.942

```
! RIJCOSX wB97M-V def2-TZVPD def2/J DEFGRID3
* xyz 0 1
H -1.223 -0.697 -2.499
C -1.011 -0.299 -0.416
H -3.089 -0.807 -0.646
N -0.155 -0.946 0.388
N 1.809 -1.075 1.762
H 1.969 -2.078 1.816
H -2.785 0.833 -0.094
C -0.701 0.012 -1.843
H 0.893 0.854 0.565
H -1.056 1.015 -2.091
H -2.603 -0.516 1.033
H 1.369 -0.736 2.606
C -2.443 -0.202 -0.001
H 0.365 -0.054 -2.036
N 2.009 -0.833 -0.622
H 2.864 -0.293 -0.570
H 0.399 2.412 -0.630
H -0.747 2.226 0.712
C 1.222 -0.589 0.554
H 2.269 -1.813 -0.716
H -0.566 -1.179 1.285
C 0.286 2.078 0.399
H 0.925 2.686 1.043
*
```